(1)
Formula: C14H27MnN7O7
Source: OMol25
Level of theory: wB97M-V/def2-TZVPD

Summary:
Strongest force on any atom ... 3.4 eV/Å
Multiplicity ... 6
HOMO-LUMO gap (alpha / beta) ... 4.81 / 3.65 eV

Cartesian coordinates (Å):
H (-3.02238, 3.84953, 0.95962)
C (0.05446, -0.51032, 2.38405)
O (-1.11566, -0.91440, 2.23811)
H (0.60349, 4.36514, 0.93894)
N (-1.19287, -1.75791, -0.31665)
H (-1.09052, -1.82033, -4.68846)
C (-1.84730, 0.22326, -2.03804)
H (2.61645, -3.21689, -1.81174)
H (-2.11371, 1.29239, -2.07533)
H (0.83739, 1.13426, -4.23998)
H (-0.48109, -4.76603, -1.62427)
H (2.12598, -0.22980, 5.02647)
H (-1.26239, -4.53022, -0.04028)
H (1.53101, 1.58579, -2.14737)
H (-1.47012, -0.15109, -3.00476)
H (-2.89905, 2.61523, 2.22986)
C (2.01893, 0.48157, 1.68779)
H (1.78639, -2.71200, -3.32408)
C (-0.49726, -2.76113, -0.95304)
C (1.64782, -3.14759, -2.32554)
C (-0.41703, 2.81977, -0.10235)
C (2.60238, 0.42618, 2.98207)
H (-2.78141, -0.28903, -1.76290)
H (2.41175, 0.93942, -0.23819)
O (1.25798, 2.35546, -1.59720)
H (-1.69166, 3.91056, 2.09204)
N (0.95208, -0.98048, -1.30610)
H (0.34799, -1.10223, 5.63427)
N (0.16725, 1.88509, -0.87255)
O (-2.89111, 0.56600, 1.01682)
H (-0.49461, -2.17729, 4.46566)
O (-0.16338, -1.99234, -4.95512)
C (-2.33229, 3.22673, 1.53554)
H (-1.15931, -0.57690, 4.80792)
C (0.06026, 4.20685, 0.00141)
C (-1.11406, -4.09945, -1.03720)
N (2.68209, 1.12412, 0.72449)
N (0.61118, -0.57035, 3.66531)
H (-2.72639, -0.43383, 0.97265)
H (0.71026, 4.42748, -0.83833)
H (1.41175, 0.05919, -5.12459)
H (1.23548, -4.15681, -2.44171)
O (-2.34413, -1.98695, 0.17932)
N (-1.73937, 1.04206, 0.51918)
N (0.81967, 0.00103, 1.38145)
C (1.84787, -0.11612, 3.97411)
C (0.71835, -2.32288, -1.52070)
C (-0.22476, -1.14160, 4.70469)
H (3.62990, 1.41522, 0.89671)
Mn (-0.55392, 0.05150, -0.64948)
O (1.67709, 0.87467, -4.64117)
H (-0.78907, 4.89406, 0.01780)
H (-2.09857, -4.03574, -1.51593)
O (2.07199, -0.46329, -1.62240)
C (-1.51750, 2.35781, 0.66297)
H (3.59369, 0.83268, 3.11624)

=====

(2)
Formula: C14H27N2O
Source: OMol25
Level of theory: wB97M-V/def2-TZVPD

Summary:
Strongest force on any atom ... 4.2 eV/Å
Charge ... +1
SMILES ... CC(C)(C)NC(=O)[C@@H]1C[C@@H]2CCCC[C@H]2C[NH2+]1
HOMO-LUMO gap ... 10.13 eV

Cartesian coordinates (Å):
H (1.59006, 5.04707, -0.50626)
C (2.14088, 2.41852, -0.29905)
H (3.61637, 4.08324, 0.06296)
H (-1.56364, 0.53632, -0.77024)
H (1.30869, -4.57947, -0.50939)
C (-1.25553, -4.46812, 0.34568)
C (-1.38363, -1.41474, -0.15545)
C (0.46542, 0.46562, -0.27618)
H (-0.55888, 4.47532, 0.44670)
C (0.27680, 4.07103, 1.09509)
C (-1.85338, -4.03028, -2.09007)
H (0.76548, 0.14640, -1.25878)
H (0.33455, -5.17134, -1.90041)
H (-1.89682, -5.10254, -2.39762)
C (-0.98818, 0.04359, 0.00624)
H (1.23870, -3.58937, -2.01055)
C (2.73385, 3.58553, 0.56900)
H (-0.58447, -4.26543, 1.20638)
H (1.04518, -0.08016, 0.46688)
H (3.02044, 3.46067, 1.64498)
C (0.72462, 1.98032, -0.08938)
H (0.44706, -2.01894, -0.91084)
H (-1.41498, 2.46467, 2.40187)
H (1.99800, 5.47917, 1.02162)
H (2.81311, 1.68890, -0.17066)
H (-2.27581, 0.31212, 1.59482)
H (-1.11123, -5.56989, 0.01101)
H (-0.70467, 0.05171, 2.11124)
C (0.18598, 2.49933, 1.17575)
C (1.62303, 4.62947, 0.51811)
H (0.15507, 4.39722, 2.14785)
C (-1.18941, 1.97264, 1.47318)
N (-1.30073, 0.52425, 1.38576)
H (2.20708, 2.64473, -1.43367)
C (0.63871, -4.29670, -1.38652)
C (-0.74635, -3.80965, -0.90829)
H (-2.82235, -3.66397, -1.78914)
H (-1.49673, -3.44391, -2.96024)
N (-0.51928, -2.34737, -0.73314)
O (-2.33707, -1.70386, 0.51896)
H (-1.88405, 2.36904, 0.75174)
H (0.10307, 2.38177, -0.90791)
H (0.79999, 2.14562, 1.95013)
H (-2.34496, -4.31851, 0.55782)

=====

(3)
Formula: C14H28B2F3O5
Source: OMol25
Level of theory: wB97M-V/def2-TZVPD

Summary:
Strongest force on any atom ... 2.1 eV/Å
Charge ... -1
HOMO-LUMO gap ... 5.90 eV

Cartesian coordinates (Å):
C (-2.87843, -3.68394, 0.55654)
H (7.86704, -1.21839, 2.35543)
H (0.31639, 2.61644, 0.01133)
H (-1.09244, 2.49038, -4.81797)
H (-0.75973, -1.21138, -0.35577)
C (6.90404, -0.76894, 2.10559)
O (-0.44336, 3.19560, -0.11520)
C (5.94789, -1.81575, 1.56816)
C (-1.71621, 1.80429, -4.18344)
H (-4.18956, -1.32840, 1.14178)
C (-3.63287, 2.53633, 1.36934)
H (3.24583, 0.29504, -1.84454)
H (5.83087, -2.61480, 2.30143)
H (-2.88296, -4.46901, -0.25441)
H (3.51589, 1.72009, -0.79003)
F (-4.47598, 3.07811, 0.40472)
H (-2.51081, -1.15673, 1.76551)
C (-1.16171, 1.71282, -2.68852)
H (-1.12851, 0.61574, -2.44479)
H (-0.09750, 2.07506, -2.69521)
H (1.91029, 0.97979, -0.90793)
H (-1.45004, 1.85981, 2.88468)
F (-3.16798, 3.62224, 2.10324)
H (-2.74593, 2.23945, -4.12268)
O (-2.03162, 2.46897, -1.85674)
B (-2.42928, 1.58165, 0.75339)
H (0.64450, 0.62538, 1.15938)
C (-1.31856, 1.30756, 1.89906)
C (-3.12377, -1.09384, 0.83735)
B (-1.62988, 2.44782, -0.47670)
H (-2.72753, 0.07520, -0.97649)
H (6.32573, -2.27168, 0.65034)
H (-0.59732, -3.04064, -0.45925)
C (-3.13084, 0.27857, 0.06161)
H (7.07300, 0.02175, 1.37317)
H (-3.45623, -2.19124, -1.02106)
H (-0.23503, -0.48473, 2.50397)
O (3.25269, -0.07552, 0.20977)
H (-4.21687, 0.54615, -0.11682)
C (-2.73474, -2.27466, -0.16393)
H (-1.94519, -3.82232, 1.17290)
H (6.49062, -0.29558, 2.99868)
C (4.49983, -0.54813, 0.23844)
C (2.98046, 0.77618, -0.90293)
H (-1.81304, 0.79732, -4.66747)
H (-1.31734, -2.05808, -1.82791)
F (-4.48141, 1.75235, 2.18108)
C (-1.25067, -2.16786, -0.70299)
C (-0.22458, 0.40489, 1.82763)
H (-3.80329, -3.72063, 1.18934)
O (4.64575, -1.26227, 1.35981)
O (5.35040, -0.35045, -0.59087)

=====

(4)
Formula: C14H28BN3O4
Source: OMol25
Level of theory: wB97M-V/def2-TZVPD

Summary:
Strongest force on any atom ... 1.9 eV/Å
SMILES ... C=CC[C@H](C#N)[C@@](C#N)(NCCC)B(O)O.CCO.CCO
HOMO-LUMO gap ... 8.38 eV

Cartesian coordinates (Å):
C (0.90604, -0.98724, -2.37227)
C (2.03781, -3.81513, 0.76695)
H (-4.96270, -2.07394, 2.07568)
H (5.08293, -1.14194, -1.58364)
H (1.54205, -3.09235, 1.41528)
H (-1.14659, -1.06724, -0.54222)
C (-0.74927, 0.45818, 0.99927)
O (4.88182, -1.26307, -0.65044)
H (-1.36019, 1.29780, 1.33734)
H (-5.12704, -0.63757, 4.77533)
B (3.99891, -0.32752, -0.13479)
H (1.84918, -4.86697, 0.96124)
H (-6.39883, -1.65941, 4.08062)
C (0.43166, 1.06520, 0.20852)
C (1.65378, -1.31872, -1.15085)
H (0.46373, 3.81671, -2.95082)
C (-4.76183, -1.22224, 2.73484)
N (0.22735, -0.67481, -3.24547)
O (-3.35973, -0.96905, 2.76653)
H (1.78497, -3.27621, -2.01638)
H (-4.84910, -2.36361, 4.56689)
C (2.47699, -0.09375, -0.60591)
C (2.65121, 0.90200, -1.70512)
H (-1.80317, 4.84848, -3.28645)
H (5.41589, 0.68560, 0.66239)
C (-0.23995, 3.92162, -2.11949)
H (3.92731, -3.65776, -0.19220)
H (-0.69081, 5.99807, -2.52764)
H (3.27982, -2.40985, -2.09928)
C (-1.67945, -0.42859, 0.16686)
H (0.16358, 1.06243, -0.84486)
O (-0.90878, 2.68123, -1.91055)
C (2.86864, -3.39536, -0.23307)
H (0.33359, 4.11671, -1.21347)
O (4.47967, 0.52114, 0.81744)
H (-2.24692, -1.07484, 0.82680)
N (1.74180, 0.46251, 0.52145)
C (2.43745, -2.61759, -1.44212)
H (0.90440, -1.54645, -0.39048)
H (-1.91409, 5.15769, -1.55664)
H (-2.92976, -1.74483, 3.14035)
H (-1.41019, 2.47338, -2.70539)
H (0.47543, 2.11655, 0.50202)
C (-1.21586, 5.05201, -2.38796)
H (2.30321, 1.13963, 1.01682)
C (-5.32253, -1.48636, 4.11945)
H (-0.38116, -0.04534, 1.89410)
N (2.76596, 1.68928, -2.53599)
H (-2.35843, 0.18331, -0.42668)
H (-5.22130, -0.33753, 2.29664)